# 1
Computed, not measured: a 2-piece molecular cluster, C6H14NOP overall, with ωB97M-V with the def2-TZVPD basis set.

**HOMO-LUMO gap**: 8.94 eV
**LUMO**: -0.27 eV
**HOMO level**: -9.2 eV
**Spin multiplicity**: 1
**SMILES**: CCN=C(C)C.CP=O

Each line ends with the natural charge from an NBO analysis.
Positions of all 23 atoms, in Å:
C1 0.702 -0.407 -0.893  0.294
C2 1.574 -1.572 -1.365  -0.711
C3 -0.681 -0.607 -1.278  -0.659
C4 2.879 1.583 1.338  -0.602
C5 -4.130 -0.083 0.989  -1.086
C6 2.426 0.502 0.407  -0.233
N1 1.061 0.526 -0.093  -0.422
O1 -4.438 2.427 0.410  -0.982
P1 -3.324 1.526 0.645  1.338
H1 1.355 -1.956 -2.380  0.234
H2 1.281 -2.501 -0.756  0.229
H3 2.626 -1.348 -1.131  0.228
H4 -1.032 -1.585 -1.042  0.220
H5 -0.910 -0.638 -2.413  0.225
H6 -1.389 0.119 -0.781  0.216
H7 2.226 1.632 2.125  0.210
H8 3.827 1.234 1.687  0.206
H9 3.080 2.506 0.833  0.209
H10 -3.586 -0.941 0.484  0.238
H11 -4.077 -0.210 2.047  0.245
H12 -5.221 -0.155 0.768  0.255
H13 3.169 0.438 -0.493  0.170
H14 2.583 -0.488 0.891  0.179

***

# 2
Computed, not measured: a 2-piece molecular cluster, CN3O3 overall, with ωB97M-V with the def2-TZVPD basis set.

**Net charge**: -1
**HOMO-LUMO gap (spin up / spin down)**: 7.55 / 7.55 eV
**LUMO (spin up / spin down)**: 3.23 / 3.23 eV
**HOMO level (spin up / spin down)**: -4.3 / -4.3 eV
**Spin multiplicity**: 1

Each line ends with the natural charge from an NBO analysis.
Positions of all 7 atoms, in Å:
C1 0.018 -0.406 1.344  0.556
N1 -0.604 -0.048 2.236  -0.662
N2 -0.145 0.960 -1.034  0.224
N3 0.035 -0.210 -1.061  0.365
O1 0.704 -0.975 0.578  -0.604
O2 0.195 -1.055 -1.969  -0.439
O3 -0.203 1.733 -0.095  -0.440

***

# 3
Computed, not measured: C41H50As4MnN3O2 as an isolated structure, with ωB97M-V with the def2-TZVPD basis set.

**Net charge**: +1
**HOMO-LUMO gap (spin up / spin down)**: 6.87 / 6.75 eV
**LUMO (spin up / spin down)**: -3.47 / -3.59 eV
**HOMO level (spin up / spin down)**: -10.3 / -10.3 eV
**Spin multiplicity**: 6

Each line ends with the Mulliken spin population.
Positions of all 101 atoms, in Å:
Mn1 -0.427 -0.195 0.205  4.841
O1 0.477 -3.715 1.913  0.020
C1 -0.096 -2.806 1.353  -0.018
O2 0.089 -1.540 1.530  0.005
C2 -1.154 -3.108 0.300  0.046
C3 -1.601 -4.402 0.100  -0.001
C4 -2.587 -4.630 -0.845  0.003
C5 -3.088 -3.548 -1.555  0.001
C6 -2.577 -2.290 -1.300  0.024
N1 -1.618 -2.058 -0.396  -0.046
H1 -1.160 -5.190 0.694  0.000
H2 -2.964 -5.628 -1.024  0.000
H3 -3.864 -3.673 -2.296  0.000
H4 -2.954 -1.426 -1.838  -0.001
C7 4.211 -1.732 -4.164  0.001
As1 2.866 -1.436 -2.749  0.021
C8 1.581 -2.775 -3.412  -0.005
C9 3.556 -2.650 -1.357  -0.002
C10 4.508 -2.046 -0.315  -0.007
C11 5.238 -3.225 0.348  0.001
C12 3.787 -1.319 0.837  0.027
As2 2.361 0.059 0.732  0.026
C13 3.385 1.691 0.325  0.006
C14 2.396 0.312 2.670  0.016
C15 5.515 -1.126 -1.033  -0.001
As3 7.280 -0.785 -0.167  0.000
C16 7.015 1.056 0.479  0.000
C17 8.165 -0.269 -1.844  0.000
H5 4.606 -2.748 -4.125  0.000
H6 5.027 -1.017 -4.073  0.000
H7 3.742 -1.581 -5.137  0.000
H8 2.081 -3.734 -3.544  0.000
H9 1.151 -2.479 -4.370  0.000
H10 0.777 -2.898 -2.683  0.002
H11 4.072 -3.458 -1.883  0.000
H12 2.692 -3.093 -0.849  0.000
H13 4.520 -3.961 0.718  0.000
H14 5.842 -2.883 1.188  0.000
H15 5.900 -3.714 -0.369  0.000
H16 4.556 -0.845 1.454  -0.002
H17 3.303 -2.078 1.460  0.001
H18 4.365 1.628 0.795  0.000
H19 2.856 2.544 0.754  -0.003
H20 3.506 1.850 -0.746  0.001
H21 3.425 0.433 3.009  0.000
H22 1.954 -0.553 3.161  -0.002
H23 1.829 1.198 2.948  -0.006
H24 5.041 -0.166 -1.263  0.000
H25 5.788 -1.591 -1.984  0.000
H26 6.402 1.073 1.379  -0.001
H27 6.557 1.676 -0.293  0.000
H28 7.990 1.472 0.731  0.000
H29 8.303 -1.143 -2.480  0.000
H30 9.144 0.156 -1.632  0.000
H31 7.566 0.470 -2.378  0.000
N2 -0.981 4.480 -5.469  0.005
C18 -0.778 3.682 -4.668  -0.002
C19 -0.548 2.697 -3.663  0.004
C20 0.190 2.996 -2.520  0.004
C21 0.359 2.018 -1.569  0.099
N3 -0.147 0.777 -1.671  -0.047
C22 -0.843 0.499 -2.783  0.059
C23 -1.069 1.410 -3.789  -0.018
H32 0.617 3.979 -2.384  0.000
H33 0.954 2.211 -0.683  -0.075
H34 -1.197 -0.520 -2.875  -0.013
H35 -1.628 1.130 -4.672  -0.001
C24 -5.654 1.363 3.876  0.000
C25 -4.800 2.439 4.083  0.000
C26 -3.600 2.515 3.397  -0.007
C27 -3.245 1.505 2.507  0.014
C28 -4.100 0.430 2.303  0.014
C29 -5.306 0.360 2.985  0.001
As4 -1.637 1.670 1.420  -0.079
C30 -2.354 3.077 0.270  -0.005
C31 -2.283 4.436 0.547  0.000
C32 -2.885 5.351 -0.306  0.001
C33 -3.580 4.913 -1.424  0.000
C34 -3.695 3.554 -1.681  0.006
C35 -3.079 2.644 -0.838  0.015
C36 -0.444 2.584 2.647  0.041
C37 -0.366 2.115 3.957  0.010
C38 0.554 2.657 4.839  0.000
C39 1.412 3.664 4.416  0.002
C40 1.346 4.127 3.111  -0.002
C41 0.428 3.584 2.225  0.015
H36 -6.593 1.308 4.411  0.000
H37 -5.073 3.222 4.778  0.000
H38 -2.938 3.358 3.554  -0.001
H39 -3.816 -0.357 1.611  0.012
H40 -5.973 -0.477 2.824  0.000
H41 -1.764 4.790 1.429  0.000
H42 -2.820 6.409 -0.091  0.000
H43 -4.045 5.629 -2.090  0.000
H44 -4.257 3.209 -2.540  0.000
H45 -3.163 1.578 -1.030  -0.001
H46 -1.031 1.323 4.283  0.001
H47 0.604 2.293 5.857  0.000
H48 2.130 4.087 5.106  0.000
H49 2.011 4.916 2.783  0.000
H50 0.381 3.949 1.204  0.002

***

# 4
Computed, not measured: C4H3GdLi2O2 as an isolated structure, with ωB97M-V with the def2-TZVPD basis set.

**Net charge**: +1
**HOMO-LUMO gap (spin up / spin down)**: 4.60 / 5.95 eV
**LUMO (spin up / spin down)**: -4.12 / -4.74 eV
**HOMO level (spin up / spin down)**: -8.7 / -10.7 eV
**Spin multiplicity**: 9

Each line ends with the Mulliken spin population.
Positions of all 12 atoms, in Å:
C1 0.106 -1.101 -0.801  0.533
O1 1.066 -1.682 -0.156  0.145
Gd1 -1.873 0.014 0.692  6.341
Li1 2.611 -2.172 -0.982  0.004
H1 -0.545 0.081 -2.159  0.008
C2 0.470 -0.176 -1.873  -0.037
C3 0.823 1.267 -1.405  1.100
C4 -0.037 2.182 -0.879  -0.167
O2 -1.412 2.217 -0.669  0.002
Li2 1.371 -0.064 1.154  0.051
H2 1.019 -0.994 -2.511  0.024
H3 0.412 3.113 -0.493  -0.004

***

# 5
Computed, not measured: a single C6H16N2 molecule, with ωB97M-V with the def2-TZVPD basis set.

**HOMO-LUMO gap**: 9.35 eV
**LUMO**: 1.08 eV
**HOMO level**: -8.3 eV
**Spin multiplicity**: 1
**SMILES**: CCN[C@H](CC)CN

Each line ends with the natural charge from an NBO analysis.
Positions of all 24 atoms, in Å:
C1 0.529 -2.346 2.013  -0.628
C2 -0.100 -0.951 1.915  -0.207
N1 0.602 0.044 1.098  -0.640
C3 -0.716 -1.010 -2.216  -0.610
C4 0.450 -0.483 -1.373  -0.421
C5 0.039 0.399 -0.198  -0.065
C6 0.288 1.950 -0.445  -0.219
N2 -0.912 2.733 -0.662  -0.846
H1 1.383 -2.321 2.681  0.205
H2 -0.220 -3.029 2.422  0.212
H3 0.748 -2.772 1.032  0.202
H4 -1.108 -1.046 1.517  0.183
H5 -0.108 -0.556 2.935  0.182
H6 1.589 -0.185 1.052  0.354
H7 -1.359 -1.587 -1.520  0.194
H8 -0.564 -1.772 -2.975  0.219
H9 -1.410 -0.214 -2.493  0.203
H10 1.002 -1.362 -1.034  0.202
H11 1.136 0.064 -2.030  0.196
H12 -1.039 0.345 -0.055  0.182
H13 0.700 2.318 0.496  0.202
H14 1.085 2.131 -1.162  0.186
H15 -1.608 2.516 0.043  0.356
H16 -1.327 2.733 -1.585  0.359

***

# 6
Computed, not measured: C3H2Cl2O2 as an isolated structure, with ωB97M-V with the def2-TZVPD basis set.

**HOMO-LUMO gap**: 9.24 eV
**LUMO**: -0.46 eV
**HOMO level**: -9.7 eV
**Spin multiplicity**: 1

Each line ends with the natural charge from an NBO analysis.
Positions of all 9 atoms, in Å:
C1 1.771 0.337 -0.289  0.547
C2 -1.469 -0.658 0.603  0.476
C3 -0.176 0.040 -0.063  -0.468
O1 2.617 0.303 0.504  -0.427
O2 -1.827 -0.538 1.717  -0.468
Cl1 -2.095 -1.714 -0.539  0.015
Cl2 -0.208 1.695 0.672  -0.044
H1 1.714 0.451 -1.384  0.169
H2 -0.327 0.083 -1.221  0.201

***

# 7
Computed, not measured: a single C22H21N5O4S molecule, with ωB97M-V with the def2-TZVPD basis set.

**HOMO-LUMO gap**: 8.06 eV
**LUMO**: 0.31 eV
**HOMO level**: -7.8 eV
**Spin multiplicity**: 1
**SMILES**: COc1ccc(NC(=O)CSc2nc3[nH]ncc3c(=O)n2-c2ccccc2C)cc1OC

Each line ends with the natural charge from an NBO analysis.
Positions of all 53 atoms, in Å:
C1 -0.683 -5.331 -3.608  -0.239
H1 -1.265 -6.220 -3.849  0.188
O1 -1.639 -4.344 -3.297  -0.497
C2 -1.278 -3.074 -2.964  0.231
C3 -2.355 -2.222 -2.729  -0.217
C4 -2.194 -0.897 -2.382  -0.249
C5 -0.911 -0.388 -2.259  0.142
C6 0.182 -1.222 -2.485  -0.338
C7 0.025 -2.555 -2.837  0.304
O2 1.090 -3.391 -3.065  -0.519
C8 2.394 -2.881 -2.951  -0.250
H2 3.052 -3.717 -3.184  0.202
H3 2.577 -2.069 -3.663  0.176
H4 2.604 -2.532 -1.934  0.174
H5 1.173 -0.807 -2.386  0.210
N1 -0.641 0.938 -1.895  -0.618
C9 -1.513 1.928 -1.586  0.704
O3 -2.712 1.892 -1.717  -0.608
C10 -0.812 3.200 -1.099  -0.618
H6 -1.533 3.812 -0.560  0.261
H7 -0.413 3.762 -1.945  0.250
S1 0.613 2.867 -0.019  0.276
C11 -0.179 1.781 1.111  0.340
N2 -1.454 1.622 0.970  -0.537
C12 -1.999 0.734 1.825  0.362
N3 -3.282 0.351 1.895  -0.334
N4 -3.467 -0.558 2.866  -0.241
C13 -2.301 -0.764 3.431  0.004
C14 -1.304 0.027 2.819  -0.322
C15 0.110 0.214 2.972  0.678
O4 0.871 -0.308 3.752  -0.589
N5 0.606 1.155 2.019  -0.495
C16 2.013 1.410 2.011  0.204
C17 2.487 2.592 2.557  -0.218
C18 3.845 2.853 2.553  -0.215
C19 4.718 1.928 2.008  -0.190
C20 4.236 0.748 1.470  -0.202
C21 2.877 0.464 1.460  -0.006
C22 2.356 -0.823 0.902  -0.646
H8 1.473 -0.663 0.282  0.218
H9 2.068 -1.482 1.722  0.248
H10 3.121 -1.322 0.313  0.215
H11 4.925 0.029 1.052  0.211
H12 5.780 2.124 2.005  0.217
H13 4.217 3.771 2.980  0.219
H14 1.790 3.296 2.986  0.225
H15 -2.196 -1.454 4.243  0.221
H16 -4.045 0.650 1.310  0.425
H17 0.342 1.153 -1.779  0.402
H18 -3.047 -0.263 -2.213  0.253
H19 -3.342 -2.642 -2.832  0.228
H20 -0.076 -5.050 -4.471  0.179
H21 -0.029 -5.544 -2.760  0.181

***

# 8
Computed, not measured: C34H77FO14S4Si2 as an isolated structure, with ωB97M-V with the def2-TZVPD basis set.

**HOMO-LUMO gap**: 10.40 eV
**LUMO**: 0.24 eV
**HOMO level**: -10.2 eV
**Spin multiplicity**: 1

Each line ends with the Mulliken charge.
Positions of all 132 atoms, in Å:
C1 -0.221 1.991 5.606  -1.654
C2 0.209 2.147 4.147  0.307
C3 1.625 2.770 3.979  -0.562
C4 1.575 3.741 2.788  1.107
C5 2.944 4.288 2.361  -1.039
C6 3.677 3.438 1.306  -1.048
C7 2.811 2.942 0.139  1.285
C8 2.229 4.056 -0.768  -1.023
C9 0.735 4.374 -0.614  -0.557
C10 -0.217 3.339 -1.238  -1.051
C11 -0.451 2.092 -0.377  1.938
C12 -1.678 1.262 -0.790  -1.163
C13 -1.917 0.121 0.247  -0.486
C14 -1.547 -1.297 -0.218  -0.513
C15 -0.166 -1.476 -0.897  0.136
C16 0.888 -2.187 0.016  -0.633
Si1 1.535 -1.125 1.436  0.308
C17 1.508 -1.990 3.157  -0.767
S1 0.770 -3.602 3.188  1.004
O1 -0.652 -3.487 3.121  -0.615
O2 1.186 -4.232 4.409  -0.615
O3 3.031 -0.420 1.200  -0.880
Si2 4.343 -1.381 0.777  0.429
C18 4.164 -3.248 0.931  -0.810
C19 4.441 -3.875 2.334  -0.099
C20 5.689 -3.344 3.074  -0.441
C21 6.206 -4.418 4.026  -0.931
O4 5.388 -4.547 5.191  -0.375
C22 4.412 -5.487 5.084  0.217
O5 4.565 -6.578 4.678  -0.476
C23 4.897 -0.870 -0.983  0.298
F1 6.226 -1.265 -1.194  -0.441
C24 3.997 -1.370 -2.108  -0.494
C25 2.905 -0.320 -2.377  -0.701
H1 0.452 1.359 6.187  0.357
H2 -1.205 1.511 5.604  0.436
H3 -0.380 2.964 6.067  0.395
H4 0.093 1.235 3.556  -0.334
H5 -0.481 2.873 3.700  0.339
H6 2.331 1.949 3.832  0.219
H7 1.837 3.353 4.877  0.449
H8 0.970 4.597 3.106  0.294
H9 1.015 3.259 1.989  -1.178
H10 2.910 5.331 2.043  0.449
H11 3.572 4.281 3.259  0.450
H12 4.466 4.068 0.875  0.482
H13 4.210 2.591 1.745  0.251
H14 3.470 2.341 -0.493  -0.144
H15 2.073 2.252 0.541  -0.561
H16 2.846 4.947 -0.621  0.439
H17 2.369 3.714 -1.797  0.397
H18 0.568 5.297 -1.185  0.360
H19 0.441 4.622 0.405  0.245
H20 0.067 3.077 -2.260  0.269
H21 -1.191 3.841 -1.312  0.375
H22 0.425 1.444 -0.483  -1.091
H23 -0.509 2.317 0.691  -0.218
H24 -2.573 1.871 -0.917  0.555
H25 -1.417 0.796 -1.746  0.371
H26 -1.467 0.396 1.198  0.086
H27 -2.996 0.111 0.434  0.482
H28 -2.312 -1.723 -0.867  0.003
H29 -1.535 -1.929 0.680  0.315
H30 -0.320 -2.189 -1.724  0.161
H31 0.244 -0.568 -1.336  -0.211
H32 1.720 -2.483 -0.633  0.273
H33 0.398 -3.112 0.336  0.789
H34 0.576 -0.015 1.576  -0.530
H35 0.905 -1.385 3.835  0.537
H36 2.525 -1.974 3.554  0.546
H37 1.309 -4.306 2.150  0.134
H38 5.470 -0.969 1.640  -0.291
H39 3.216 -3.673 0.587  0.502
H40 4.929 -3.677 0.273  0.617
H41 3.573 -3.852 2.995  -0.476
H42 4.636 -4.935 2.138  0.662
H43 6.468 -3.033 2.380  0.387
H44 5.358 -2.506 3.692  0.293
H45 7.196 -4.104 4.364  0.377
H46 6.370 -5.365 3.510  0.460
H47 3.409 -5.152 5.396  0.404
H48 4.904 0.226 -0.963  0.080
H49 4.624 -1.401 -3.004  0.466
H50 3.621 -2.386 -1.969  0.243
H51 3.355 0.488 -2.960  0.524
H52 2.526 0.155 -1.470  -0.286
H53 2.078 -0.703 -2.974  0.267
O6 -1.480 -3.538 -3.400  -0.545
S2 -1.971 -3.946 -4.681  1.075
O7 -1.929 -3.053 -5.800  -0.616
O8 -3.445 -4.513 -4.516  -0.308
C26 -4.438 -3.663 -3.905  -0.170
C27 -4.876 -2.552 -4.835  -0.886
C28 -1.202 -5.460 -5.147  -1.063
H54 -4.067 -3.267 -2.957  0.145
H55 -5.286 -4.304 -3.673  0.288
H56 -4.056 -1.863 -5.038  0.224
H57 -5.693 -1.979 -4.396  0.437
H58 -5.199 -2.960 -5.792  0.230
H59 -1.252 -6.154 -4.313  0.337
H60 -0.166 -5.233 -5.391  0.376
H61 -1.712 -5.857 -6.021  0.376
O9 -4.208 5.252 5.479  -0.683
S3 -3.037 5.896 5.986  1.222
O10 -1.837 5.157 6.225  -0.544
O11 -3.422 6.707 7.303  -0.276
C29 -4.048 5.987 8.382  -0.360
C30 -3.073 5.097 9.128  -0.934
C31 -2.647 7.283 4.973  -0.962
H62 -4.899 5.416 8.006  0.326
H63 -4.441 6.744 9.059  0.276
H64 -2.704 4.293 8.493  0.260
H65 -3.558 4.645 9.994  0.381
H66 -2.208 5.670 9.462  0.262
H67 -3.549 7.868 4.810  0.336
H68 -2.270 6.897 4.029  0.361
H69 -1.880 7.874 5.467  0.316
O12 -3.987 -3.607 -9.864  -0.672
S4 -4.433 -2.399 -9.241  1.235
O13 -5.414 -2.416 -8.197  -0.602
O14 -4.904 -1.377 -10.372  -0.277
C32 -5.920 -1.810 -11.295  -0.364
C33 -7.298 -1.854 -10.663  -0.977
C34 -3.036 -1.495 -8.671  -0.661
H70 -5.648 -2.777 -11.723  0.328
H71 -5.916 -1.085 -12.108  0.266
H72 -7.352 -2.612 -9.883  0.297
H73 -8.053 -2.090 -11.414  0.384
H74 -7.539 -0.896 -10.203  0.259
H75 -2.296 -1.444 -9.466  0.352
H76 -2.630 -2.028 -7.811  0.155
H77 -3.359 -0.500 -8.373  0.318